DFT (the ωB97M-V functional and the def2-TZVPD basis) results for a cluster of 4 separate species, C14H24O7S in total at a distorted geometry.

The value obtained for the energy relative to the best compared isomer or geometry (same formula, charge and spin) is 0.0 kcal per mole. The calculation puts the total energy at -1472.7064 Ha. As for the multiplicity: 1. Its LUMO energy is 0.491 eV. The HOMO-LUMO gap comes out at 9.88 eV.

Structure (XYZ):
```
46
C14H24O7S, DFT the ωB97M-V functional and the def2-TZVPD basis
C -26.20903 -15.73076 -7.92499
S -24.83030 -15.32169 -6.83359
O -25.26632 -15.90728 -5.50422
C -25.21744 -13.54334 -6.69655
H -26.49119 -16.77323 -7.81215
H -26.00848 -15.42536 -8.95233
H -27.07709 -15.14477 -7.60848
H -25.33510 -13.23211 -7.74065
H -24.35321 -13.00461 -6.31469
H -26.09938 -13.28223 -6.12040
O -27.46403 -15.69911 -1.32308
C -27.74428 -16.10233 -2.40942
O -28.53916 -15.40376 -3.24718
C -28.65406 -16.02366 -4.52514
C -28.27333 -17.46058 -4.32467
C -27.45533 -17.48582 -3.02465
H -27.97392 -15.49308 -5.19965
H -29.67480 -15.89520 -4.88842
H -27.71939 -17.84661 -5.18036
H -29.14997 -18.10224 -4.21055
H -26.40512 -17.55760 -3.30261
H -27.77756 -18.34550 -2.44820
O -21.47964 -17.84251 -4.14418
C -22.21810 -17.10852 -3.53550
O -21.85074 -15.91247 -3.09819
C -22.99610 -15.08774 -2.79119
C -24.17317 -16.05356 -2.59210
C -23.64578 -17.40798 -3.06046
H -23.04899 -14.47080 -3.69676
H -22.77758 -14.39852 -1.97769
H -25.00458 -15.73626 -3.21517
H -24.51138 -15.96913 -1.55907
H -24.26846 -17.73433 -3.88994
H -23.44042 -18.20273 -2.34332
O -25.54843 -10.97633 -4.79984
C -26.63065 -10.97438 -4.25283
O -27.57902 -11.83553 -4.61747
C -28.79740 -11.62319 -3.85522
C -28.45478 -10.63211 -2.74701
C -27.04598 -10.06186 -3.10608
H -29.08336 -12.60492 -3.47381
H -29.60932 -11.31018 -4.50855
H -28.34483 -11.03320 -1.74132
H -29.24100 -9.88098 -2.67137
H -26.38124 -10.17580 -2.26113
H -27.05775 -9.07451 -3.56206
```


DFT (the ωB97M-V functional and the def2-TZVPD basis) results for a structure of composition C14H25BNO3PS4SbTi at a distorted geometry.

The value obtained for the energy relative to the best compared isomer or geometry (same formula, charge and spin) is 50.9 kcal per mole. The expectation value of S² is 3.787. The calculation puts the total energy at -3877.7916 Ha. As for the multiplicity: 4. Its LUMO energy (alpha / beta) is 4.646 / 4.629 eV. The HOMO-LUMO gap (alpha / beta) comes out at 4.09 / 5.66 eV. Its total charge is -2.

Structure (XYZ):
```
51
C14H25BNO3PS4SbTi, DFT the ωB97M-V functional and the def2-TZVPD basis
Ti -0.01542 0.35449 -0.08620
S 1.63833 -3.56835 2.04818
Sb 1.51636 -2.07255 0.30300
S -0.88442 -1.84570 -0.12437
S 1.44077 0.76324 1.88776
O 0.72652 0.08699 -1.70208
N -0.25873 0.05651 -2.64773
C -0.02812 -0.76885 -3.73854
C -0.62629 -0.53563 -4.93874
C -1.46446 0.57189 -5.11912
C -1.68213 1.41348 -4.00928
C -1.09635 1.16172 -2.79436
S -1.30444 2.14812 -1.39721
H 0.64842 -1.58949 -3.54454
H -0.43341 -1.21607 -5.75690
H -1.94027 0.77646 -6.06770
H -2.31436 2.28554 -4.09183
C 2.10509 3.10618 -2.55612
C 2.83480 2.70026 -1.27255
C 3.65334 3.90314 -0.77207
O 1.86070 2.42997 -0.27941
B 2.13745 1.19480 0.32904
O 3.19680 0.55817 -0.31324
C 3.68087 1.36506 -1.37565
C 5.19050 1.56194 -1.16025
C 3.50359 0.61499 -2.70269
H 1.55017 4.02182 -2.35986
H 1.37895 2.34663 -2.83600
H 2.80168 3.26910 -3.37591
H 2.96969 4.73607 -0.62725
H 4.42127 4.19233 -1.48611
H 4.11051 3.68154 0.18900
H 5.39670 1.98903 -0.18301
H 5.60351 2.20015 -1.94079
H 5.67943 0.59014 -1.20464
H 2.45139 0.44063 -2.90490
H 3.98403 -0.35809 -2.60745
H 3.95584 1.17007 -3.52479
C -3.19615 1.87591 1.26802
P -1.87481 0.64009 1.66331
C -1.52755 1.14029 3.40555
C -2.98276 -0.77854 2.03866
H -3.94656 1.91380 2.06293
H -3.66453 1.58098 0.32762
H -2.74867 2.86009 1.12280
H -2.44606 1.17239 3.99441
H -1.03755 2.11353 3.41130
H -0.83185 0.41220 3.82203
H -3.78068 -0.46598 2.72007
H -2.38468 -1.57348 2.48655
H -3.40252 -1.15174 1.10316
```


Repeat the second record exactly.
DFT (the ωB97M-V functional and the def2-TZVPD basis) results for a structure of composition C14H25BNO3PS4SbTi at a distorted geometry.

The value obtained for the energy relative to the best compared isomer or geometry (same formula, charge and spin) is 50.9 kcal per mole. The expectation value of S² is 3.787. The calculation puts the total energy at -3877.7916 Ha. As for the multiplicity: 4. Its LUMO energy (alpha / beta) is 4.646 / 4.629 eV. The HOMO-LUMO gap (alpha / beta) comes out at 4.09 / 5.66 eV. Its total charge is -2.

Structure (XYZ):
```
51
C14H25BNO3PS4SbTi, DFT the ωB97M-V functional and the def2-TZVPD basis
Ti -0.01542 0.35449 -0.08620
S 1.63833 -3.56835 2.04818
Sb 1.51636 -2.07255 0.30300
S -0.88442 -1.84570 -0.12437
S 1.44077 0.76324 1.88776
O 0.72652 0.08699 -1.70208
N -0.25873 0.05651 -2.64773
C -0.02812 -0.76885 -3.73854
C -0.62629 -0.53563 -4.93874
C -1.46446 0.57189 -5.11912
C -1.68213 1.41348 -4.00928
C -1.09635 1.16172 -2.79436
S -1.30444 2.14812 -1.39721
H 0.64842 -1.58949 -3.54454
H -0.43341 -1.21607 -5.75690
H -1.94027 0.77646 -6.06770
H -2.31436 2.28554 -4.09183
C 2.10509 3.10618 -2.55612
C 2.83480 2.70026 -1.27255
C 3.65334 3.90314 -0.77207
O 1.86070 2.42997 -0.27941
B 2.13745 1.19480 0.32904
O 3.19680 0.55817 -0.31324
C 3.68087 1.36506 -1.37565
C 5.19050 1.56194 -1.16025
C 3.50359 0.61499 -2.70269
H 1.55017 4.02182 -2.35986
H 1.37895 2.34663 -2.83600
H 2.80168 3.26910 -3.37591
H 2.96969 4.73607 -0.62725
H 4.42127 4.19233 -1.48611
H 4.11051 3.68154 0.18900
H 5.39670 1.98903 -0.18301
H 5.60351 2.20015 -1.94079
H 5.67943 0.59014 -1.20464
H 2.45139 0.44063 -2.90490
H 3.98403 -0.35809 -2.60745
H 3.95584 1.17007 -3.52479
C -3.19615 1.87591 1.26802
P -1.87481 0.64009 1.66331
C -1.52755 1.14029 3.40555
C -2.98276 -0.77854 2.03866
H -3.94656 1.91380 2.06293
H -3.66453 1.58098 0.32762
H -2.74867 2.86009 1.12280
H -2.44606 1.17239 3.99441
H -1.03755 2.11353 3.41130
H -0.83185 0.41220 3.82203
H -3.78068 -0.46598 2.72007
H -2.38468 -1.57348 2.48655
H -3.40252 -1.15174 1.10316
```


Repeat the first record exactly.
DFT (the ωB97M-V functional and the def2-TZVPD basis) results for a cluster of 4 separate species, C14H24O7S in total at a distorted geometry.

The value obtained for the energy relative to the best compared isomer or geometry (same formula, charge and spin) is 0.0 kcal per mole. The calculation puts the total energy at -1472.7064 Ha. As for the multiplicity: 1. Its LUMO energy is 0.491 eV. The HOMO-LUMO gap comes out at 9.88 eV.

Structure (XYZ):
```
46
C14H24O7S, DFT the ωB97M-V functional and the def2-TZVPD basis
C -26.20903 -15.73076 -7.92499
S -24.83030 -15.32169 -6.83359
O -25.26632 -15.90728 -5.50422
C -25.21744 -13.54334 -6.69655
H -26.49119 -16.77323 -7.81215
H -26.00848 -15.42536 -8.95233
H -27.07709 -15.14477 -7.60848
H -25.33510 -13.23211 -7.74065
H -24.35321 -13.00461 -6.31469
H -26.09938 -13.28223 -6.12040
O -27.46403 -15.69911 -1.32308
C -27.74428 -16.10233 -2.40942
O -28.53916 -15.40376 -3.24718
C -28.65406 -16.02366 -4.52514
C -28.27333 -17.46058 -4.32467
C -27.45533 -17.48582 -3.02465
H -27.97392 -15.49308 -5.19965
H -29.67480 -15.89520 -4.88842
H -27.71939 -17.84661 -5.18036
H -29.14997 -18.10224 -4.21055
H -26.40512 -17.55760 -3.30261
H -27.77756 -18.34550 -2.44820
O -21.47964 -17.84251 -4.14418
C -22.21810 -17.10852 -3.53550
O -21.85074 -15.91247 -3.09819
C -22.99610 -15.08774 -2.79119
C -24.17317 -16.05356 -2.59210
C -23.64578 -17.40798 -3.06046
H -23.04899 -14.47080 -3.69676
H -22.77758 -14.39852 -1.97769
H -25.00458 -15.73626 -3.21517
H -24.51138 -15.96913 -1.55907
H -24.26846 -17.73433 -3.88994
H -23.44042 -18.20273 -2.34332
O -25.54843 -10.97633 -4.79984
C -26.63065 -10.97438 -4.25283
O -27.57902 -11.83553 -4.61747
C -28.79740 -11.62319 -3.85522
C -28.45478 -10.63211 -2.74701
C -27.04598 -10.06186 -3.10608
H -29.08336 -12.60492 -3.47381
H -29.60932 -11.31018 -4.50855
H -28.34483 -11.03320 -1.74132
H -29.24100 -9.88098 -2.67137
H -26.38124 -10.17580 -2.26113
H -27.05775 -9.07451 -3.56206
```


> Look up the energy relative to the best compared isomer or geometry (same formula, charge and spin) of the first one.

0.0 kcal per mole


Please write out number 1 again, unchanged.
DFT (the ωB97M-V functional and the def2-TZVPD basis) results for a cluster of 4 separate species, C14H24O7S in total at a distorted geometry.

The value obtained for the energy relative to the best compared isomer or geometry (same formula, charge and spin) is 0.0 kcal per mole. The calculation puts the total energy at -1472.7064 Ha. As for the multiplicity: 1. Its LUMO energy is 0.491 eV. The HOMO-LUMO gap comes out at 9.88 eV.

Structure (XYZ):
```
46
C14H24O7S, DFT the ωB97M-V functional and the def2-TZVPD basis
C -26.20903 -15.73076 -7.92499
S -24.83030 -15.32169 -6.83359
O -25.26632 -15.90728 -5.50422
C -25.21744 -13.54334 -6.69655
H -26.49119 -16.77323 -7.81215
H -26.00848 -15.42536 -8.95233
H -27.07709 -15.14477 -7.60848
H -25.33510 -13.23211 -7.74065
H -24.35321 -13.00461 -6.31469
H -26.09938 -13.28223 -6.12040
O -27.46403 -15.69911 -1.32308
C -27.74428 -16.10233 -2.40942
O -28.53916 -15.40376 -3.24718
C -28.65406 -16.02366 -4.52514
C -28.27333 -17.46058 -4.32467
C -27.45533 -17.48582 -3.02465
H -27.97392 -15.49308 -5.19965
H -29.67480 -15.89520 -4.88842
H -27.71939 -17.84661 -5.18036
H -29.14997 -18.10224 -4.21055
H -26.40512 -17.55760 -3.30261
H -27.77756 -18.34550 -2.44820
O -21.47964 -17.84251 -4.14418
C -22.21810 -17.10852 -3.53550
O -21.85074 -15.91247 -3.09819
C -22.99610 -15.08774 -2.79119
C -24.17317 -16.05356 -2.59210
C -23.64578 -17.40798 -3.06046
H -23.04899 -14.47080 -3.69676
H -22.77758 -14.39852 -1.97769
H -25.00458 -15.73626 -3.21517
H -24.51138 -15.96913 -1.55907
H -24.26846 -17.73433 -3.88994
H -23.44042 -18.20273 -2.34332
O -25.54843 -10.97633 -4.79984
C -26.63065 -10.97438 -4.25283
O -27.57902 -11.83553 -4.61747
C -28.79740 -11.62319 -3.85522
C -28.45478 -10.63211 -2.74701
C -27.04598 -10.06186 -3.10608
H -29.08336 -12.60492 -3.47381
H -29.60932 -11.31018 -4.50855
H -28.34483 -11.03320 -1.74132
H -29.24100 -9.88098 -2.67137
H -26.38124 -10.17580 -2.26113
H -27.05775 -9.07451 -3.56206
```